DFT (the ωB97M-V functional and the def2-TZVPD basis) results for the ion CH8N2P with charge +1 in a non-equilibrium geometry.

```
12
Properties=species:S:1:pos:R:3:forces:R:3
N 1.126 -1.136 0.032 0.59 -0.25 -0.12
P 1.347 0.580 0.189 -0.64 -0.11 -0.06
C -0.461 0.832 -0.324 -0.56 4.53 -0.56
N -1.237 0.018 0.631 -0.15 -0.28 0.34
H 1.179 -1.489 -0.922 -0.10 0.02 0.15
H 1.793 -1.671 0.581 -0.14 0.04 0.09
H 1.840 0.908 -1.078 0.14 0.15 -0.25
H -0.832 2.086 -0.346 1.11 -3.96 0.36
H -0.656 0.476 -1.335 -0.02 -0.15 0.13
H -2.202 -0.176 0.342 0.24 0.03 0.05
H -0.649 -0.865 0.659 -0.43 0.10 0.12
H -1.247 0.434 1.571 -0.05 -0.11 -0.24
```
Forces are in eV/Å.

Computed properties:
ΔE to the lowest compared entry with this formula, charge and spin: 9.8 kcal per mole
HOMO level: -0.529 hartree
SMILES: NPC[NH3+]
Charge: +1
Kohn-Sham gap: 10.86 eV

Löwdin population analysis, charges in e, atoms 1 to 6:
1 N -0.28
2 P 0.86
3 C -0.41
4 N 0.07
5 H 0.06
6 H 0.05


DFT (the ωB97M-V functional and the def2-TZVPD basis) results for a cluster of 2 separate species, CH8N2S in total in a non-equilibrium geometry.

```
12
Properties=species:S:1:pos:R:3:forces:R:3
N 1.912 0.078 0.610 0.95 -0.27 -0.43
C 0.700 0.315 -0.076 -1.43 1.13 0.07
N -0.151 1.393 0.548 0.24 -0.39 0.21
H 1.850 -0.098 1.597 -0.09 0.07 0.03
H 2.708 0.654 0.347 -0.53 -0.13 0.28
H 0.040 -0.552 -0.099 0.39 -0.26 0.05
H 0.858 0.625 -1.111 0.55 -0.36 -0.03
H -0.544 1.971 -0.168 -0.46 0.17 -0.49
H 0.431 2.032 1.061 0.41 0.06 0.31
S -2.196 -2.435 -0.518 -0.16 0.10 -0.04
H -3.074 -1.432 -0.387 0.06 0.03 0.17
H -2.535 -2.552 -1.804 0.08 -0.14 -0.13
```
Forces are in eV/Å.

Computed properties:
ΔE to the lowest compared entry with this formula, charge and spin: 8.7 kcal per mole
HOMO level: -0.332 hartree
SMILES: NCN.S
Charge: 0
Kohn-Sham gap: 9.99 eV

Löwdin population analysis, charges in e, atoms 1 to 6:
1 N 0.00
2 C -0.37
3 N -0.02
4 H 0.07
5 H 0.07
6 H 0.04